A cluster of 8 separate species, C39H86F3N7O8P in total at a distorted geometry. Source: the OMol25 dataset; level of theory: the ωB97M-V functional and the def2-TZVPD basis.

Last column: Mulliken charge in e.
Geometry (Å):
P 4.455 -4.060 -1.161  0.178
F 7.386 -4.488 -3.308  -0.235
F 7.467 -4.165 -1.204  -0.267
F 8.458 -5.825 -2.064  -0.242
O -3.639 5.245 -4.983  -0.603
O 12.423 -5.849 -7.378  -0.629
O -2.263 -2.839 4.561  -0.704
O -5.544 -6.918 4.816  -0.626
O -5.098 2.353 7.265  -0.682
O 0.103 -0.070 7.342  -0.604
O 6.328 -5.897 -1.968  -0.355
O 1.517 -0.301 2.322  -0.639
N -4.136 4.162 -6.879  -0.106
N -2.041 0.266 7.889  -0.053
N -4.821 4.539 6.866  -0.161
N 10.808 -5.530 -5.859  -0.125
N -5.142 -5.591 3.058  -0.045
N 1.410 -2.425 3.049  0.052
N -2.389 -4.933 5.346  -0.067
C -0.321 0.604 9.602  -1.414
C 0.285 5.617 -3.547  -0.019
C -3.168 0.604 8.749  -0.719
C 9.834 -5.913 -4.858  -0.779
C 0.932 8.628 -5.489  -1.204
C 1.221 -1.085 3.217  0.613
C 2.677 -3.721 -1.347  -0.416
C 1.027 4.876 -5.903  -1.135
C 1.979 0.053 -0.955  -0.891
C 7.391 -5.088 -2.146  0.967
C 0.708 0.918 -0.867  -0.853
C -0.203 5.519 -6.605  0.030
C -2.561 -3.594 5.480  0.894
C 5.088 -5.338 -2.355  -0.580
C -6.831 -7.363 2.847  -1.438
C -6.054 3.187 5.234  -1.374
C -0.267 8.092 -6.272  -0.355
C -3.127 -3.091 6.784  -1.339
C -4.941 3.796 -8.030  -0.897
C -0.136 3.286 -0.701  -0.964
C 0.197 4.737 -1.157  -0.943
C -5.759 5.762 -5.965  -1.400
C -5.292 3.314 6.530  0.811
C 1.124 -3.493 3.990  -0.787
C 2.505 -2.262 -1.919  -0.952
C -2.680 -5.987 6.309  -0.835
C 0.068 6.913 -7.202  -1.010
C -4.948 5.785 6.132  -0.842
C 0.758 4.470 -4.443  -0.501
C -5.797 -6.621 3.658  0.913
C -4.432 5.047 -5.890  0.822
C 11.605 -7.817 -6.294  -1.168
C -5.302 -5.089 1.705  -0.947
C 11.658 -6.332 -6.565  0.723
C -0.657 5.153 -2.400  -0.979
C 0.643 -0.633 4.528  -1.006
C -0.723 0.240 8.194  0.812
C 1.564 -1.426 -1.019  0.192
C 1.113 2.391 -0.872  -0.473
H 0.131 0.726 -1.777  0.476
H -0.966 2.869 -1.266  0.460
H -5.845 6.429 -5.113  0.288
H -0.626 1.625 9.834  0.370
H -1.242 6.031 -2.145  0.461
H -6.371 -7.820 1.970  0.375
H -5.467 6.517 6.753  0.296
H -0.348 -1.066 4.673  0.211
H 1.274 7.949 -4.714  0.196
H -1.759 -6.533 6.522  0.301
H -3.845 -0.252 8.795  0.229
H 0.672 9.557 -4.982  0.370
H 1.366 3.995 -6.445  0.331
H -6.362 2.153 5.110  0.281
H 9.826 -6.985 -4.693  0.319
H 1.796 -2.667 2.152  0.052
H 0.082 3.613 -4.416  0.373
H -6.944 3.816 5.253  0.392
H -0.439 3.292 0.345  0.397
H 12.333 -8.314 -6.927  0.292
H 2.245 -3.766 -0.353  0.354
H -4.467 -5.137 3.657  0.080
H -4.323 4.552 7.743  0.218
H 1.748 2.610 -0.017  0.268
H -4.388 4.024 -8.943  0.287
H -0.241 6.391 -4.095  -0.374
H -5.501 5.648 5.209  0.325
H -5.599 -4.040 1.743  0.300
H -6.581 5.046 -5.932  0.381
H 1.293 -0.917 5.353  0.389
H -5.140 2.723 -8.004  0.302
H -2.469 -3.357 7.612  0.377
H 3.458 -1.740 -1.952  0.538
H -4.348 -5.161 1.179  0.275
H -7.260 -8.148 3.463  0.304
H 1.699 4.102 -4.023  0.269
H 5.204 -2.901 -1.410  0.183
H -2.234 0.015 6.932  0.228
H 4.809 -4.542 0.111  0.197
H 0.759 0.537 9.687  0.321
H 2.169 -4.431 -1.993  0.561
H -3.083 -5.589 7.233  0.308
H -3.235 3.723 -6.767  0.205
H 10.069 -5.407 -3.921  0.247
H 0.571 -1.452 -1.456  0.387
H 10.898 -4.552 -6.089  0.207
H 1.595 2.653 -1.810  0.095
H 2.486 0.369 -1.871  0.585
H -3.954 6.169 5.899  0.286
H 1.519 -1.786 0.008  -0.437
H -5.822 6.355 -6.879  0.378
H -2.840 0.854 9.754  0.375
H -2.010 -5.199 4.451  0.281
H 11.850 -8.024 -5.252  0.337
H 2.048 -4.036 4.204  0.317
H 4.365 -6.149 -2.316  0.405
H 2.051 -2.339 -2.899  0.233
H 5.062 -4.970 -3.379  0.392
H -3.207 -2.010 6.739  0.101
H -0.665 8.919 -6.862  0.402
H -5.420 3.466 4.391  0.384
H -3.706 1.451 8.315  0.185
H -0.559 7.021 -8.083  0.391
H -1.031 5.499 -5.897  -0.026
H 0.028 5.469 -0.373  0.560
H -1.037 7.840 -5.543  0.289
H 0.102 0.655 -0.003  0.295
H 1.242 4.759 -1.451  0.489
H 0.552 0.449 4.520  0.362
H -3.403 -6.669 5.863  0.254
H 1.776 8.872 -6.133  0.376
H 0.406 -4.182 3.541  0.218
H 2.639 0.270 -0.119  0.392
H 8.844 -5.593 -5.191  0.232
H 0.713 -3.107 4.916  0.272
H 1.850 5.594 -5.906  0.441
H 10.614 -8.212 -6.526  0.323
H -0.771 -0.086 10.317  0.360
H -6.051 -5.652 1.159  0.384
H -7.629 -6.688 2.537  0.383
H -1.248 4.337 -2.800  0.261
H -5.883 4.332 -8.043  0.333
H 1.128 6.976 -7.446  0.403
H -0.467 4.832 -7.412  0.472
H 1.174 6.092 -3.134  0.542
H -4.121 -3.508 6.952  0.420

Computed properties:
charge	+1
LUMO	-3.163	eV
HOMO	-0.3813	hartree
calculated total energy	-3163.5776	Eh
orbital gap	0.26504	Ha
2S+1	1